(1)
This record from the Open Molecules 2025 dataset describes the ion C13H31N4O6P2S with charge +1. The level of theory is ωB97M-V/def2-TZVPD.

Structure (SMILES): [H]/N=C(/C)C[N@@H+]1[C@@](P(CC)CC)(P(=O)(O)O)O[C@](C)(CN)[C@]1(N)S(C)(=O)=O
2S+1: 1
HOMO energy, eV: -12.63
Lowest unoccupied orbital energy, eV: -3.677
Energy, a.u.: -2264.717777
Charge: +1

Each atom is followed by the atoms it is bonded to, with distances in Å.
Cartesian coordinates (Å):
1 H 2.16946 -3.26110 -2.55088  C43 1.194
2 H 0.40489 1.11519 -3.98673  N4 1.042
3 C -0.64941 0.43935 0.26396  N20 1.544, P25 1.904, P28 1.929, O54 1.501
4 N 0.55930 1.41645 -3.00096  H2 1.042, H48 1.061, C51 1.543
5 H 2.35227 1.93068 -0.97725  C18 1.194
6 H -0.81758 2.43699 2.51454  O29 1.001
7 H -3.07084 -2.10372 -1.85576  N57 1.045
8 H -2.34413 -3.62114 -1.85081  N57 1.054
9 C 2.06964 2.87698 2.48008  H10 1.194, H19 1.170, C38 1.663, H41 1.169
10 H 2.79930 3.82133 2.44852  C9 1.194
11 H -2.16098 1.40398 -2.72292  C50 1.171
12 O 3.41839 0.07854 -2.45683  S17 1.547
13 H 2.95686 -2.86118 2.09487  C26 1.191
14 H 0.34144 -2.59502 0.85878  C39 1.169
15 H -1.28177 0.81756 4.44479  C32 1.170
16 H -1.46891 -1.85982 3.50870  C44 1.194
17 S 2.08614 -0.69870 -2.57168  O12 1.547, O40 1.580, C43 1.879, C51 1.856
18 C 1.75521 1.44960 -0.06168  H5 1.194, N20 1.543, C38 1.673, H45 1.169
19 H 1.20534 3.16558 3.21364  C9 1.170
20 N 0.45705 0.91445 -0.70200  C3 1.544, C18 1.543, H33 1.059, C51 1.520
21 H -0.41680 -2.66263 -1.46087  C47 1.191
22 N 0.71998 3.87145 0.52117  H24 1.058, C38 1.400
23 O -3.62037 0.88422 0.96278  P28 1.777, H37 1.003
24 H 0.43969 3.67580 -0.47991  N22 1.058
25 P -0.16763 -0.31743 1.94346  C3 1.904, C39 1.932, C44 1.949
26 C 2.41030 -1.84761 1.78982  H13 1.191, H27 1.169, C39 1.636, H53 1.188
27 H 2.90480 -1.46403 0.80237  C26 1.169
28 P -2.05599 1.68514 0.69922  C3 1.929, O23 1.777, O29 1.760, O49 1.613
29 O -1.69104 2.69132 2.09578  H6 1.001, P28 1.760
30 H 1.67759 -2.60272 -0.85567  C43 1.169
31 H -2.63961 -1.19244 2.19381  C44 1.190
32 C -2.21468 0.21583 4.07379  H15 1.170, H42 1.171, C44 1.637, H56 1.193
33 H 0.02639 1.83097 -1.01022  N20 1.059
34 C -0.91732 -0.51373 -2.06658  C47 1.666, C50 1.652, C51 1.638, O54 1.500
35 H 0.48846 -2.61203 2.73462  C39 1.195
36 H -3.10628 -0.23622 -2.97642  C50 1.170
37 H -3.74678 0.15937 0.28159  O23 1.003
38 C 1.46093 2.75897 0.93714  C9 1.663, C18 1.673, N22 1.400
39 C 0.78083 -1.98993 1.75765  H14 1.169, P25 1.932, C26 1.636, H35 1.195
40 O 1.91603 -1.00416 -4.11285  S17 1.580
41 H 2.71115 1.95413 2.80237  C9 1.169
42 H -3.12315 0.87087 3.73291  C32 1.171
43 C 2.36503 -2.37636 -1.77350  H1 1.194, S17 1.879, H30 1.169, H52 1.194
44 C -1.76165 -0.85976 2.92542  H16 1.194, P25 1.949, H31 1.190, C32 1.637
45 H 2.36156 0.62517 0.50391  C18 1.169
46 H -0.42204 -2.33483 -3.39180  C47 1.180
47 C -0.98663 -2.14981 -2.37261  H21 1.191, C34 1.666, H46 1.180, N57 1.513
48 H 1.52245 1.86035 -2.99869  N4 1.061
49 O -2.35762 2.73211 -0.48956  P28 1.613
50 C -2.05033 0.26735 -2.98125  H11 1.171, C34 1.652, H36 1.170, H55 1.194
51 C 0.55403 0.20630 -2.04293  N4 1.543, S17 1.856, N20 1.520, C34 1.638
52 H 3.48514 -2.50773 -1.38184  C43 1.194
53 H 2.67719 -1.08086 2.65709  C26 1.188
54 O -1.39117 -0.49847 -0.64330  C3 1.501, C34 1.500
55 H -1.63360 0.23202 -4.09954  C50 1.194
56 H -2.58751 -0.42923 5.00584  C32 1.193
57 N -2.39306 -2.70740 -2.37358  H7 1.045, H8 1.054, C47 1.513

(2)
This record from the Open Molecules 2025 dataset describes a cluster of 3 separate species, C13H32BrN3O6 in total. The level of theory is ωB97M-V/def2-TZVPD.

Structure (SMILES): COCCNCCOC.COCCNCCOC.O=C(O)NBr
2S+1: 1
Energy above the lowest of the compared OMol25 structures with the same formula, charge and spin, kJ/mol: 30.3
HOMO energy, eV: -8.57
Lowest unoccupied orbital energy, eV: -0.004
Energy, a.u.: -3704.114428
Charge: 0

Each atom is followed by the atoms it is bonded to, with distances in Å.
Cartesian coordinates (Å):
1 C 0.76879 3.38403 -3.69018  N7 1.459, H23 1.094, C46 1.524, H55 1.092
2 H 4.00723 2.86633 -2.71596  C12 1.092
3 H -4.81482 -5.91571 3.99394  C47 1.088
4 C 2.37241 3.43227 -5.54366  N7 1.457, C8 1.512, H17 1.094, H32 1.099
5 H -2.51643 -1.35467 1.25236  C18 1.092
6 H 3.74149 3.18428 -7.16346  C8 1.094
7 N 1.38171 2.66400 -4.80140  C1 1.459, C4 1.457, H36 1.012
8 C 3.09956 2.55636 -6.53910  C4 1.512, H6 1.094, H28 1.093, O42 1.422
9 H -0.27937 -3.42721 3.30985  C13 1.094
10 H -0.68424 1.57129 4.68846  O31 0.960
11 C -2.57143 -0.65338 3.25763  C18 1.523, H30 1.088, O33 1.418, H43 1.097
12 C 3.36983 2.11277 -2.24771  H2 1.092, O21 1.417, H22 1.091, H45 1.093
13 C -1.34438 -3.51577 3.54166  H9 1.094, C14 1.512, N20 1.457, H49 1.099
14 C -1.66770 -4.96571 3.82439  C13 1.512, O39 1.423, H40 1.094, H54 1.093
15 H 1.04948 4.34906 -1.81863  C46 1.094
16 H -4.03610 -5.28305 2.52979  C47 1.095
17 H 1.86560 4.23826 -6.08162  C4 1.094
18 C -2.00486 -1.58126 2.19061  H5 1.092, C11 1.523, N20 1.460, H50 1.094
19 Br 1.41005 1.92412 1.18979  N53 1.882
20 N -2.11630 -3.02068 2.40987  C13 1.457, C18 1.460, H48 1.012
21 O 2.15372 2.67004 -1.77985  C12 1.417, C46 1.415
22 H 3.89482 1.70084 -1.38469  C12 1.091
23 H 0.29884 4.29080 -4.08298  C1 1.094
24 H -3.78015 -1.88648 5.09832  C34 1.093
25 H 4.29787 -0.34859 -5.55873  C44 1.088
26 H -4.67981 -2.64619 3.76151  C34 1.094
27 H 2.57142 0.06188 -5.59650  C44 1.095
28 H 2.38886 2.04483 -7.19347  C8 1.093
29 H 3.51440 0.00847 -7.10796  C44 1.094
30 H -2.34435 0.36531 2.94897  C11 1.088
31 O -0.31292 1.51697 3.80519  H10 0.960, C37 1.356
32 H 3.12877 3.88621 -4.88819  C4 1.099
33 O -3.98206 -0.71571 3.38595  C11 1.418, C34 1.415
34 C -4.47362 -1.70187 4.27361  H24 1.093, H26 1.094, O33 1.415, H51 1.090
35 H 2.48950 4.42453 -2.82094  C46 1.096
36 H 1.82194 1.82646 -4.44368  N7 1.012
37 C 0.90805 2.10611 3.82844  O31 1.356, O52 1.202, N53 1.415
38 H -3.47361 -6.81018 3.25687  C47 1.094
39 O -2.99263 -5.09567 4.32615  C14 1.423, C47 1.414
40 H -0.98373 -5.34011 4.59143  C14 1.094
41 H 1.88731 3.54335 2.90290  N53 1.011
42 O 3.93235 1.62028 -5.86591  C8 1.422, C44 1.414
43 H -2.09267 -0.80464 4.23317  C11 1.097
44 C 3.54791 0.27120 -6.04650  H25 1.088, H27 1.095, H29 1.094, O42 1.414
45 H 3.19855 1.29615 -2.95441  C12 1.093
46 C 1.66205 3.77270 -2.51770  C1 1.524, H15 1.094, O21 1.415, H35 1.096
47 C -3.86441 -5.81144 3.47379  H3 1.088, H16 1.095, H38 1.094, O39 1.414
48 H -3.09004 -3.25360 2.55404  N20 1.012
49 H -1.53800 -2.94755 4.46225  C13 1.099
50 H -0.94931 -1.33355 2.04349  C18 1.094
51 H -5.41413 -1.33508 4.68545  C34 1.090
52 O 1.73493 1.90705 4.67797  C37 1.202
53 N 1.07630 2.96857 2.71903  Br19 1.882, C37 1.415, H41 1.011
54 H -1.53132 -5.57286 2.92552  C14 1.093
55 H -0.03536 2.75641 -3.29914  C1 1.092

(3)
This record from the Open Molecules 2025 dataset describes a cluster of 8 separate species, C13H33Br4N5O11 in total. The level of theory is ωB97M-V/def2-TZVPD.

Structure (SMILES): C[N+](=O)[O-].C[N+](=O)[O-].C[N+](=O)[O-].C[N+](=O)[O-].C[N+](=O)[O-].BrCCBr.BrCCBr.CCOCC
2S+1: 1
HOMO energy, eV: -9.81
Lowest unoccupied orbital energy, eV: -0.537
Energy, a.u.: -11912.007373
Charge: 0

Each atom is followed by the atoms it is bonded to, with distances in Å.
Cartesian coordinates (Å):
1 C -6.73694 -0.51949 1.42397  Br25 1.972, C29 1.580, H30 1.090, H65 1.090
2 O 2.98864 1.29998 -5.93626  N54 1.225
3 O 3.44448 -6.27634 -3.32326  N4 1.220
4 N 2.52691 -5.71023 -2.75272  O3 1.220, C31 1.535, O60 1.198
5 Br -8.41085 1.19439 3.12783  C29 2.016
6 O -2.68885 2.46355 3.36979  N19 1.263
7 O 0.26725 0.48468 -1.98595  C9 1.415, C66 1.377
8 O -0.92140 2.80917 4.66135  N19 1.219
9 C -0.78402 -0.40534 -2.31147  O7 1.415, H27 1.090, C49 1.545, H57 1.090
10 H -0.67312 5.37208 -0.70326  C24 1.090
11 H -3.84640 3.83124 4.98779  C15 1.090
12 H -8.89020 -0.06671 0.93536  C29 1.090
13 H 2.36971 1.10741 0.05214  C61 1.090
14 O 4.96284 1.92214 -5.33228  N54 1.224
15 C -2.98587 3.37585 5.47791  H11 1.090, H16 1.090, N19 1.466, H32 1.090
16 H -2.37128 4.06939 6.05183  C15 1.090
17 H -8.71442 -1.16272 2.28889  C29 1.090
18 H -2.36236 1.04228 -2.70438  C49 1.090
19 N -2.10901 2.90123 4.40302  O6 1.263, O8 1.219, C15 1.466
20 H 3.50700 4.02418 -5.22510  C52 1.090
21 H 3.98435 3.43303 -3.68863  C52 1.090
22 H 1.45268 2.51957 -0.60689  C61 1.090
23 O 6.02072 -4.39306 -0.34450  N28 1.257
24 C -1.65277 5.42445 -1.17826  H10 1.090, H33 1.090, N44 1.457, H50 1.090
25 Br -6.48817 -2.20789 0.43506  C1 1.972
26 O 7.98411 -3.30876 -0.15553  N28 1.223
27 H -0.66730 -0.69354 -3.35618  C9 1.090
28 N 6.82274 -3.44102 -0.51617  O23 1.257, O26 1.223, C59 1.508
29 C -8.25899 -0.30670 1.79098  C1 1.580, Br5 2.016, H12 1.090, H17 1.090
30 H -5.95286 -0.38413 2.16895  C1 1.090
31 C 1.89129 -6.43033 -1.55542  N4 1.535, H37 1.090, H40 1.090, H48 1.090
32 H -3.34019 2.59728 6.15347  C15 1.090
33 H -2.10478 4.43752 -1.27708  C24 1.090
34 C 0.54464 -1.97808 4.83722  H47 1.090, C51 1.525, Br56 1.907, H63 1.090
35 H -2.49408 0.17815 -1.05944  C49 1.090
36 H 1.26016 -3.51430 6.18786  C51 1.090
37 H 1.48500 -5.68369 -0.87310  C31 1.090
38 H 5.58882 -3.14363 -2.13771  C59 1.090
39 O -2.21686 5.82443 -3.39018  N44 1.232
40 H 2.70090 -6.94647 -1.03944  C31 1.090
41 H 5.70782 -1.64322 -1.01811  C59 1.090
42 H 7.05791 -2.11834 -2.04483  C59 1.090
43 H -2.85918 -0.43921 -2.77773  C49 1.090
44 N -1.34822 5.90313 -2.52066  C24 1.457, O39 1.232, O64 1.212
45 H 2.28026 3.09671 -4.16871  C52 1.090
46 H -0.34995 0.69397 -0.05157  C66 1.090
47 H 0.58863 -1.83054 3.75814  C34 1.090
48 H 1.17323 -7.12970 -1.98365  C31 1.090
49 C -2.21695 0.13836 -2.11287  C9 1.545, H18 1.090, H35 1.090, H43 1.090
50 H -2.29312 6.22226 -0.80202  C24 1.090
51 C 1.40869 -3.19384 5.15667  C34 1.525, H36 1.090, Br55 2.021, H62 1.090
52 C 3.30609 3.22172 -4.51532  H20 1.090, H21 1.090, H45 1.090, N54 1.496
53 H 0.87933 -0.57007 -0.34741  C66 1.090
54 N 3.74380 2.02849 -5.30349  O2 1.225, O14 1.224, C52 1.496
55 Br 3.29902 -2.70691 4.63424  C51 2.021
56 Br -1.30325 -2.22167 5.24152  C34 1.907
57 H -0.73340 -1.36071 -1.78914  C9 1.090
58 H 1.11767 1.87758 0.93917  C61 1.090
59 C 6.18951 -2.49251 -1.50264  N28 1.508, H38 1.090, H41 1.090, H42 1.090
60 O 2.00982 -4.68937 -3.10756  N4 1.198
61 C 1.39160 1.57250 -0.07077  H13 1.090, H22 1.090, H58 1.090, C66 1.545
62 H 1.23590 -4.15941 4.68136  C51 1.090
63 H 0.79954 -1.09445 5.42230  C34 1.090
64 O -0.30282 6.49500 -2.68072  N44 1.212
65 H -6.44287 0.23919 0.69868  C1 1.090
66 C 0.52928 0.42126 -0.63525  O7 1.377, H46 1.090, H53 1.090, C61 1.545

(4)
This record from the Open Molecules 2025 dataset describes a cluster of 7 separate species, C13H33N7O11 in total. The level of theory is ωB97M-V/def2-TZVPD.

Structure (SMILES): C[N+](=O)[O-].C[N+](=O)[O-].C[N+](=O)[O-].C[N+](=O)[O-].CN(C)C=O.CN(C)C=O.CN(C)C=O
2S+1: 1
Energy above the lowest of the compared OMol25 structures with the same formula, charge and spin, kJ/mol: 0.0
HOMO energy, eV: -9.03
Lowest unoccupied orbital energy, eV: -0.081
Energy, a.u.: -1725.685574
Charge: 0

Each atom is followed by the atoms it is bonded to, with distances in Å.
Cartesian coordinates (Å):
1 H 22.86053 10.30699 16.17495  C39 1.089
2 H 20.93936 4.44704 10.61875  C8 1.082
3 C 28.32936 11.54803 11.66516  H13 1.089, H25 1.094, H43 1.098, N45 1.435
4 C 19.22428 9.96679 10.75979  H26 1.089, H30 1.094, H53 1.090, N55 1.440
5 H 21.15410 10.55475 8.06372  C60 1.103
6 O 23.11548 7.07480 4.39809  N52 1.213
7 C 25.17134 5.87963 8.57127  H22 1.096, H27 1.085, H32 1.090, N64 1.447
8 C 21.55736 3.99678 9.85306  H2 1.082, H14 1.092, N16 1.495, H38 1.081
9 O 23.58749 8.38845 8.96174  N54 1.218
10 O 21.92620 4.36536 7.60588  N16 1.214
11 H 19.80077 8.89818 7.61070  C59 1.087
12 O 24.45043 9.49330 13.89184  N31 1.207
13 H 27.91578 10.96464 10.84419  C3 1.089
14 H 22.58611 3.92427 10.21179  C8 1.092
15 O 21.19637 6.93273 5.36865  N52 1.214
16 N 21.66852 4.89780 8.66566  C8 1.495, O10 1.214, O19 1.210
17 C 22.66048 8.57898 6.10473  H37 1.080, H41 1.083, N52 1.497, H57 1.088
18 O 25.24419 9.24408 15.88507  N31 1.219
19 O 21.56573 6.09000 8.84220  N16 1.210
20 H 27.84078 12.16999 14.45111  C63 1.094
21 H 23.13097 11.31612 14.72078  C39 1.082
22 H 24.32696 5.79034 9.26444  C7 1.096
23 H 25.46405 3.96925 6.56084  C47 1.094
24 H 28.57610 13.44055 13.46895  C63 1.091
25 H 28.95897 10.88556 12.26600  C3 1.094
26 H 19.69687 10.75952 11.33697  C4 1.089
27 H 25.81156 6.67592 8.93661  C7 1.085
28 H 25.94215 2.67678 7.73168  C47 1.086
29 H 24.37157 3.43696 7.78954  C47 1.101
30 H 19.43716 9.02325 11.27152  C4 1.094
31 N 24.50796 9.76690 15.06622  O12 1.207, O18 1.219, C39 1.495
32 H 24.77388 6.10555 7.58178  C7 1.090
33 H 22.34147 9.53744 11.32903  C42 1.089
34 H 19.71884 7.90052 9.08599  C59 1.096
35 O 24.78716 9.34602 10.48188  N54 1.208
36 O 27.69970 5.42146 9.70162  C51 1.208
37 H 23.73345 8.55520 6.22423  C17 1.080
38 H 21.20604 3.03498 9.50600  C8 1.081
39 C 23.59688 10.83812 15.57276  H1 1.089, H21 1.082, N31 1.495, H48 1.081
40 H 23.22066 8.03460 11.96476  C42 1.082
41 H 22.11113 8.43749 7.02687  C17 1.083
42 C 22.74501 8.54430 11.13776  H33 1.089, H40 1.082, H50 1.088, N54 1.495
43 H 29.00293 12.28876 11.21426  C3 1.098
44 H 27.58321 3.54362 8.91321  C51 1.104
45 N 27.28536 12.16997 12.42774  C3 1.435, C46 1.360, C63 1.450
46 C 25.97966 11.99678 12.09073  N45 1.360, O56 1.212, H58 1.099
47 C 25.43918 3.62997 7.60065  H23 1.094, H28 1.086, H29 1.101, N64 1.445
48 H 24.16947 11.50816 16.19939  C39 1.081
49 O 21.43365 11.44288 9.88712  C60 1.211
50 H 21.95882 7.93869 10.69164  C42 1.088
51 C 27.14918 4.54580 9.07778  O36 1.208, H44 1.104, N64 1.359
52 N 22.29459 7.42875 5.21872  O6 1.213, O15 1.214, C17 1.497
53 H 18.15449 10.17264 10.72645  C4 1.090
54 N 23.79019 8.78356 10.09619  O9 1.218, O35 1.208, C42 1.495
55 N 19.76582 9.95794 9.42542  C4 1.440, C59 1.456, C60 1.361
56 O 25.04010 12.40793 12.73581  C46 1.212
57 H 22.28205 9.47554 5.61824  C17 1.088
58 H 25.87288 11.44078 11.14871  C46 1.099
59 C 19.37019 8.82210 8.60571  H11 1.087, H34 1.096, N55 1.456, H61 1.090
60 C 20.86030 10.70518 9.11600  H5 1.103, O49 1.211, N55 1.361
61 H 18.28443 8.76060 8.53961  C59 1.090
62 H 26.86166 13.57034 13.89583  C63 1.086
63 C 27.65704 12.87759 13.63726  H20 1.094, H24 1.091, N45 1.450, H62 1.086
64 N 25.91314 4.63773 8.52100  C7 1.447, C47 1.445, C51 1.359

Q: What is the formula in the second record?
A: C13H32BrN3O6

Q: Among the records above, which one has the highest charge?
A: C13H31N4O6P2S